ORCA calculation (ωB97M-V/def2-TZVPD) on 2 unconnected molecules or ions with the total composition C4H11NO2.

```
18
Properties=species:S:1:pos:R:3:forces:R:3:mulliken_charge:R:1
N 0.95745 -2.42782 1.22387 -0.19 0.21 -0.23 -0.59
C 1.21530 -1.42629 0.17773 0.13 -0.11 0.54 -0.53
C 0.08301 -0.40952 0.09965 -0.17 -0.83 -0.40 -0.58
C -0.30746 0.28151 1.41289 0.77 0.44 0.04 -0.55
C -1.77293 0.11916 1.66489 0.01 0.18 0.16 -0.07
O -2.58116 0.98439 1.45739 -0.11 -0.08 0.05 -0.46
H 1.75923 -3.03005 1.35322 0.02 -0.03 -0.02 0.24
H 0.80299 -1.95015 2.10171 0.06 -0.13 0.12 0.23
H 1.28678 -1.95955 -0.77413 0.08 0.19 0.03 0.34
H 2.15487 -0.88700 0.35899 0.07 -0.03 -0.15 0.30
H 0.34809 0.30988 -0.67503 -0.13 0.18 0.14 0.31
H -0.79323 -0.94628 -0.27882 0.00 0.01 -0.04 0.32
H -0.05407 1.32784 1.35168 -0.28 0.54 -0.15 0.30
H 0.28493 -0.03744 2.27584 -0.18 -0.48 -0.03 0.39
H -2.08192 -0.87706 2.03555 -0.09 -0.06 -0.06 0.36
O -0.61168 3.54044 -4.29436 -0.45 -0.20 0.61 -0.64
H -1.02193 3.92699 -5.06855 0.31 0.05 -0.22 0.32
H 0.33173 3.46095 -4.42251 0.15 0.15 -0.39 0.32
```
Positions in Å, forces in eV/Å.

Computed properties:
Orbital gap, eV: 10.5
Calculated total energy, eV: -9910.7278
Energy relative to the best compared isomer or geometry (same formula, charge and spin), kJ/mol: 146.1
Structure (SMILES): NCCCC=O.O

ORCA calculation (ωB97M-V/def2-TZVPD) on 2 unconnected molecules or ions with the total composition C4H11NO2 at a distorted geometry.

```
18
Properties=species:S:1:pos:R:3:forces:R:3:mulliken_charge:R:1
C 1.55938 -1.20396 -0.84853 -0.72 1.14 -0.33 -1.24
C 1.10337 -0.11785 0.09640 0.89 -1.12 -0.33 0.78
N 0.01460 0.72848 -0.33845 -0.12 1.18 -0.11 0.30
C -0.19507 1.96101 0.37825 -0.50 -0.54 0.49 -0.89
C -0.81273 0.41816 -1.44950 0.03 -0.77 -0.71 -0.77
O 1.57254 0.09479 1.16983 -0.05 0.33 0.33 -0.40
H 0.68720 -1.79882 -1.10575 0.16 -0.53 0.02 0.38
H 2.37880 -1.74490 -0.41071 0.02 -0.32 0.24 0.32
H 1.89352 -0.74561 -1.78466 0.06 -0.02 0.05 0.38
H -1.26065 2.17725 0.33680 -0.01 0.12 0.09 0.40
H 0.15699 1.78525 1.39413 0.02 0.35 -0.02 0.37
H 0.34584 2.79559 -0.07610 0.21 -0.08 -0.15 0.36
H -1.52932 1.17748 -1.71669 -0.02 0.39 0.28 0.36
H -1.34521 -0.50344 -1.22415 -0.27 -0.14 0.07 0.26
H -0.22300 0.15311 -2.32982 0.25 0.13 0.00 0.36
H -2.07687 -1.75382 1.73588 -0.39 0.06 0.26 0.34
H -1.99714 -1.66049 0.25902 -0.38 -0.23 -0.11 0.30
O -2.57199 -1.39581 0.98629 0.81 0.05 -0.07 -0.61
```
Positions in Å, forces in eV/Å.

Computed properties:
Spin multiplicity: 2
Total charge: +1
Orbital gap (alpha / beta), eV: 12.0 / 7.1
Calculated total energy, eV: -9902.6561
Energy relative to the best compared isomer or geometry (same formula, charge and spin), kJ/mol: 32.8

ORCA calculation (ωB97M-V/def2-TZVPD) on 2 unconnected molecules or ions with the total composition C4H11NO2 at a distorted geometry.

```
18
Properties=species:S:1:pos:R:3:forces:R:3:mulliken_charge:R:1
C 0.79858 1.49540 -0.83470 1.91 -1.88 0.88 -0.20
C 0.10066 0.60360 -1.81786 0.03 0.14 -2.10 -0.99
C -0.06137 1.36046 0.35784 0.34 3.26 -0.60 0.54
N -0.17071 0.09918 0.83034 -0.85 0.02 2.85 0.21
C -0.61338 0.01730 2.20236 -1.03 -2.06 -1.54 -0.78
O -0.63802 2.31529 0.89219 0.49 -1.76 -0.23 -0.42
H 1.91383 1.18479 -0.54629 -2.34 0.80 -0.89 0.26
H 0.66861 2.49529 -1.11672 0.60 1.51 -0.50 0.28
H 0.63178 0.46067 -2.77100 -0.19 0.64 0.17 0.35
H -0.91876 0.97223 -1.99391 0.31 0.00 -0.24 0.35
H 0.00351 -0.40694 -1.53146 -0.08 -1.33 0.67 0.18
H 0.06624 -0.75161 0.32723 0.47 0.20 -0.12 0.13
H -0.64018 0.93941 2.70194 -0.19 1.23 0.24 0.35
H -1.64000 -0.42900 2.02775 0.67 0.13 0.94 0.36
H 0.04726 -0.65822 2.70192 0.09 -0.88 0.54 0.36
H 0.26126 -3.96758 -0.80422 0.33 1.01 0.64 0.36
H -0.33160 -2.56842 -0.33885 2.25 -2.29 -0.09 0.30
O 0.52230 -3.16186 -0.28657 -2.82 1.27 -0.62 -0.63
```
Positions in Å, forces in eV/Å.

Computed properties:
Spin multiplicity: 2
Total charge: +1
Orbital gap (alpha / beta), eV: 11.9 / 6.5
Calculated total energy, eV: -9901.4024
Energy relative to the best compared isomer or geometry (same formula, charge and spin), kJ/mol: 153.7

ORCA calculation (ωB97M-V/def2-TZVPD) on a gas-phase ion, C4H11NO2 (charge +1) at a distorted geometry.

```
18
Properties=species:S:1:pos:R:3:forces:R:3:mulliken_charge:R:1
C -0.95958 0.67381 -0.73477 0.13 0.50 -0.41 -0.55
O -2.34719 0.74406 -0.61644 0.10 -0.26 0.45 -0.46
C -0.41546 -0.15213 0.43789 -1.46 -0.31 0.52 0.07
C 1.11075 -0.68833 0.24111 1.65 0.09 -1.52 -0.03
C 1.18570 -1.61822 -0.98985 -0.70 0.74 0.06 -1.21
O 1.96968 0.38096 0.09479 -0.61 0.30 0.45 -0.45
N -0.50233 0.58157 1.63738 2.18 -1.56 0.64 -0.39
H -0.79404 0.22024 -1.70478 0.31 -0.06 -0.01 0.30
H -0.48846 1.67132 -0.70296 -0.07 -0.16 -0.02 0.36
H -2.57651 0.85309 0.31605 -0.25 0.31 -0.14 0.35
H -0.97174 -1.08637 0.55294 -0.21 0.10 -0.17 0.42
H 1.41522 -1.20924 1.13255 -0.15 -0.09 0.53 0.45
H 2.22877 -1.66841 -1.27628 0.21 -0.22 0.13 0.36
H 0.77345 -2.59536 -0.80275 -0.06 -0.34 0.19 0.39
H 0.64180 -1.17957 -1.82345 0.06 -0.08 -0.12 0.33
H 1.77354 0.86090 -0.72295 0.29 -0.11 -0.15 0.40
H -0.51448 -0.04375 2.44824 -0.82 0.23 0.03 0.32
H 0.33770 1.14206 1.81689 -0.60 0.90 -0.43 0.33
```
Positions in Å, forces in eV/Å.

Computed properties:
Spin multiplicity: 2
Total charge: +1
Orbital gap (alpha / beta), eV: 12.2 / 6.3
Calculated total energy, eV: -9901.9272
Energy relative to the best compared isomer or geometry (same formula, charge and spin), kJ/mol: 103.1

ORCA calculation (ωB97M-V/def2-TZVPD) on 2 unconnected molecules or ions with the total composition C4H11NO2S at a distorted geometry.

```
19
Properties=species:S:1:pos:R:3:forces:R:3:mulliken_charge:R:1
C -0.00844 0.72030 -0.19208 -0.29 0.99 1.22 -0.79
N -1.34705 0.38599 0.34922 0.66 0.15 0.49 -0.08
C -1.30731 0.17556 1.85507 -0.36 -0.50 0.04 -0.43
O -2.52491 0.14326 2.37638 -0.15 0.27 0.19 -0.90
C 0.99450 -0.42606 -0.15647 -0.09 0.69 -0.69 -0.07
C 2.34901 -0.01134 -0.74447 0.29 -0.51 -0.07 -0.80
S 3.38381 -1.42681 -1.30452 0.10 0.01 0.05 -0.77
H 0.44738 1.49759 0.45956 -0.08 0.07 -0.02 0.38
H -0.13004 1.24570 -1.14487 0.14 -0.64 -0.32 0.36
H -1.91799 1.22865 0.32803 -0.08 -0.04 -0.32 0.19
H -0.63818 0.99370 2.24969 0.04 0.16 0.04 0.14
H -0.72577 -0.75905 2.02124 0.07 -0.09 -0.15 0.15
H 0.57966 -1.26108 -0.71165 0.17 -0.40 -0.03 0.10
H 1.15448 -0.71069 0.88119 -0.13 -0.29 -0.03 0.13
H 2.90824 0.53247 0.02512 -0.09 0.12 -0.08 0.25
H 2.23056 0.65595 -1.60300 -0.23 0.08 0.08 0.21
H -2.27069 -0.64970 -1.04858 0.41 0.39 -0.33 0.40
H -1.20679 -1.42572 -1.68514 0.30 -0.04 -0.27 0.29
O -1.97046 -0.90874 -1.95473 -0.68 -0.42 0.18 -0.76
```
Positions in Å, forces in eV/Å.

Computed properties:
Total charge: -2
Orbital gap, eV: 5.9
Calculated total energy, eV: -20744.9570
Energy relative to the best compared isomer or geometry (same formula, charge and spin), kJ/mol: 54.8

ORCA calculation (ωB97M-V/def2-TZVPD) on 2 unconnected molecules or ions with the total composition C4H11NO2Si at a distorted geometry.

```
19
Properties=species:S:1:pos:R:3:forces:R:3:mulliken_charge:R:1
C 0.39648 1.88498 -1.76312 -0.38 -0.44 2.38 -0.23
C -1.62175 1.04581 1.90872 -0.69 -1.11 -0.42 -0.59
C 2.70489 -1.35555 0.10075 1.32 -0.84 -0.61 -0.62
C -1.70531 -1.35305 -0.90883 1.92 1.45 0.79 -1.14
N 0.83134 1.28513 -0.73775 0.53 -0.02 -0.16 -0.24
O -0.27797 0.57619 1.76446 0.75 0.46 -0.30 -0.24
O 1.73390 -0.81665 0.93310 -1.22 0.51 0.46 -0.27
Si 0.46488 0.03847 0.39623 -3.17 -0.30 -0.91 0.37
H 0.82475 2.81106 -2.02128 1.19 1.07 -0.72 0.28
H -0.55056 1.75088 -2.23994 -0.79 -1.05 -0.51 0.28
H -2.16088 0.53130 1.07088 -0.08 1.45 0.22 0.23
H -1.73511 2.18630 2.02938 0.31 -1.92 -0.46 0.23
H -2.06565 0.48540 2.75812 0.46 0.84 0.06 0.25
H 3.43398 -1.92531 0.71431 -0.61 0.14 -0.17 0.23
H 3.31900 -0.49935 -0.28714 -0.67 -1.01 -0.61 0.27
H 2.21910 -2.10473 -0.61652 1.01 1.35 0.43 0.27
H -2.45832 -1.32284 -0.14787 -0.12 -0.54 0.57 0.32
H -2.13529 -0.94323 -1.80676 0.28 0.63 -0.38 0.27
H -1.21748 -2.27483 -1.14672 -0.03 -0.66 0.34 0.31
```
Positions in Å, forces in eV/Å.

Computed properties:
Orbital gap (alpha / beta), eV: 8.1 / 8.1
Calculated total energy, eV: -17787.3487
Energy relative to the best compared isomer or geometry (same formula, charge and spin), kJ/mol: 177.9